Below is a structure of composition C14H12BrFeN2O3, with properties calculated with the ωB97M-V functional and the def2-TZVPD basis.

Properties
- 2S+1 = 2
- LUMO energy (spin up / spin down) (eV) = 0.119 / 0.036
- <S²> = 0.86
- HOMO energy (spin up / spin down) (eV) = -8.6 / -8.5
- orbital gap (spin up / spin down) (eV) = 8.708 / 8.492
- energy (eV) = -128260.1879

Each line ends with the natural charge from an NBO analysis.
Geometry (Å):
Fe: 0.9133 -0.7290 -0.6271  0.9355
O: -0.9034 -1.0939 -1.0732  -0.4951
N: -1.7054 -1.2027 -0.0728  0.1637
N: -1.1394 -1.0540 1.0441  0.1529
O: 0.1467 -0.7865 1.1398  -0.6025
C: -1.9032 -1.1683 2.2581  0.1663
C: -3.2711 -1.4001 2.2061  -0.2359
C: -3.9723 -1.5046 3.3944  -0.1980
C: -3.3183 -1.3796 4.6139  -0.2039
C: -1.9526 -1.1479 4.6428  -0.1975
C: -1.2329 -1.0395 3.4614  -0.2355
H: -3.7693 -1.4942 1.2530  0.2434
H: -5.0387 -1.6840 3.3659  0.2205
H: -3.8747 -1.4622 5.5379  0.2187
H: -1.4372 -1.0491 5.5888  0.2202
H: -0.1692 -0.8582 3.4610  0.2498
Br: 1.8767 5.1953 -3.3389  0.0433
C: 1.5880 3.4648 -2.6145  -0.0953
C: 0.9076 2.5196 -3.3646  -0.2291
C: 0.7072 1.2518 -2.8347  -0.2494
C: 1.1633 0.9274 -1.5612  -0.1832
C: 1.8354 1.9017 -0.8255  -0.2077
C: 2.0577 3.1722 -1.3466  -0.2538
H: 0.5422 2.7705 -4.3514  0.2250
H: 0.1739 0.5123 -3.4207  0.2196
H: 2.1938 1.6852 0.1766  0.2071
H: 2.5805 3.9238 -0.7709  0.2262
C: 2.9117 -1.3247 -3.1059  -0.7374
C: 2.1126 -1.3542 -1.8580  0.4706
O: 2.5980 -1.7403 -0.7838  -0.5865
H: 3.6160 -2.1558 -3.1205  0.2396
H: 3.4715 -0.3868 -3.0751  0.2679
H: 2.2915 -1.3087 -3.9986  0.2406

Forces on the atoms, in the same order (eV/Å):
-0.4 -0.4 -0.2
0.1 0.2 -0.1
-0.1 0.0 0.0
0.0 0.0 0.2
0.0 -0.1 -0.1
0.0 0.0 0.0
0.0 0.0 0.0
0.0 0.0 0.0
0.0 0.0 0.0
0.0 0.0 0.0
0.0 0.0 0.0
0.0 0.0 0.0
0.0 0.0 0.0
0.0 0.0 0.0
0.0 0.0 0.0
0.0 0.0 0.0
0.0 0.0 0.0
0.0 0.0 0.0
0.0 0.0 0.0
-0.1 0.0 0.0
0.0 0.0 0.1
0.0 0.0 -0.1
0.0 0.0 0.0
0.0 0.0 0.0
0.0 0.0 0.0
0.0 0.0 0.0
0.0 0.0 0.0
-0.3 -0.2 -0.2
0.4 0.4 0.4
0.2 0.0 0.0
0.0 0.0 0.0
0.0 0.0 0.0
0.0 0.0 0.0

***

Below is a structure of composition C45H36BCaN8O6 in a non-equilibrium geometry, with properties calculated with the ωB97M-V functional and the def2-TZVPD basis.

Properties
- ΔE to the lowest compared entry with this formula, charge and spin (kJ/mol) = 126.52
- LUMO energy (eV) = 2.343
- HOMO energy (eV) = -5.7
- orbital gap (eV) = 8.002
- charge = -1
- energy (eV) = -90578.1545

Each line ends with the Mulliken charge.
Geometry (Å):
Ca: -0.2269 0.0744 0.0434  3.4321
C: -3.9356 3.1853 2.6805  -1.4726
C: -3.6278 2.1972 1.6036  0.6839
C: -4.4146 1.8467 0.5311  -1.3525
C: -3.6751 0.8774 -0.1765  0.0300
N: -2.5093 0.6772 0.4377  0.1041
N: -2.4872 1.4771 1.5212  0.2827
B: -1.3179 1.5199 2.5335  -0.8134
N: -0.9291 0.0734 2.9056  0.8645
N: -0.7771 -0.8975 1.9866  -0.4379
C: -0.4701 -2.0204 2.6412  -0.4661
C: -0.3912 -1.7472 4.0187  -1.3660
C: -0.7053 -0.4135 4.1447  0.9270
C: -0.8443 0.3811 5.4006  -1.5403
C: -0.2732 -3.3169 1.9822  0.7399
C: -0.6953 -3.5508 0.6738  0.2391
C: -0.4809 -4.7798 0.0740  -0.6222
C: 0.1588 -5.7965 0.7667  -0.4911
C: 0.5684 -5.5809 2.0745  -0.8184
C: 0.3476 -4.3554 2.6787  -0.6074
N: -0.1271 2.3191 1.9486  0.7622
N: 0.4797 1.9622 0.8110  -0.1212
C: 1.4394 2.8436 0.5610  -0.2216
C: 1.4485 3.8126 1.5826  -1.6415
C: 0.4408 3.4398 2.4478  0.9214
C: 0.0210 4.1088 3.7150  -1.3728
C: 2.3116 2.7478 -0.6158  0.5892
C: 3.0949 3.8309 -1.0147  -1.1425
C: 3.9191 3.7388 -2.1248  -0.6565
C: 3.9722 2.5665 -2.8658  -0.7892
C: 3.1989 1.4814 -2.4786  -0.6538
C: 2.3848 1.5694 -1.3627  0.9517
C: -4.0865 0.2045 -1.4165  0.7347
C: -5.2637 0.5952 -2.0592  -0.8114
C: -5.6444 0.0223 -3.2613  -0.7229
C: -4.8537 -0.9531 -3.8515  -0.5608
C: -3.6984 -1.3704 -3.2076  -0.8176
C: -3.3265 -0.8095 -1.9971  0.5654
H: -4.9403 3.5756 2.5283  0.4035
H: -3.2310 4.0184 2.6581  0.1816
H: -3.8884 2.7233 3.6670  0.2398
H: -5.3883 2.2468 0.3074  0.4567
H: -1.6919 2.0746 3.5205  -0.2137
H: -0.1687 -2.4249 4.8253  0.4453
H: -0.7672 -0.2863 6.2571  0.4090
H: -1.8113 0.8831 5.4369  0.2502
H: -0.0603 1.1367 5.4772  0.1806
H: -1.1857 -2.7603 0.1214  0.5588
H: -0.7976 -4.9376 -0.9484  0.3870
H: 0.3505 -6.7486 0.2877  0.3815
H: 1.0745 -6.3652 2.6244  0.3837
H: 0.6802 -4.1936 3.6958  0.2547
H: 2.1092 4.6560 1.6930  0.4916
H: 0.6645 4.9677 3.8965  0.4136
H: 0.1035 3.4286 4.5639  0.1627
H: -1.0132 4.4530 3.6644  0.1452
H: 3.0628 4.7577 -0.4548  0.3333
H: 4.5211 4.5907 -2.4173  0.3794
H: 4.6100 2.4979 -3.7379  0.4113
H: 3.2344 0.5583 -3.0447  0.5306
H: 1.8144 0.7030 -1.0490  0.1190
H: -5.8852 1.3649 -1.6218  0.2809
H: -6.5601 0.3460 -3.7412  0.3758
H: -5.1349 -1.3759 -4.8077  0.3970
H: -3.0763 -2.1352 -3.6568  0.4289
H: -2.4312 -1.1442 -1.5010  0.1115
O: -1.0352 2.2834 -1.5283  -0.1992
C: -0.7931 2.3599 -2.7181  -0.8068
C: -0.2390 1.3272 -3.5784  1.5551
C: 0.0600 1.6426 -4.8939  -0.2706
C: 0.6144 0.7040 -5.7437  -0.7355
C: 0.9088 -0.5936 -5.2698  -0.4344
C: 0.6244 -0.9318 -3.9835  -0.9750
C: 0.0148 -0.0005 -3.0777  -0.8134
O: -0.2841 -0.3446 -1.8999  0.2270
N: 0.9012 1.0511 -7.0999  1.0069
O: 1.2689 0.1667 -7.8661  -0.6667
O: 0.7753 2.2191 -7.4528  -0.6571
H: -0.9994 3.3151 -3.2494  0.0969
H: -0.1435 2.6355 -5.2760  0.5026
H: 1.3722 -1.2925 -5.9515  0.5216
H: 0.8813 -1.8992 -3.5709  0.4600
O: 2.0034 0.0076 2.2497  -0.5597
C: 2.2286 -0.9344 1.5052  -0.7007
N: 1.6649 -1.1415 0.2794  1.3022
C: 2.2335 -2.2360 -0.3134  -0.7537
O: 2.0123 -2.6541 -1.4373  -0.7440
C: 3.2129 -2.8534 0.6592  0.3289
C: 4.0025 -3.9796 0.5897  -0.5579
C: 4.7918 -4.2877 1.6961  -0.4541
C: 4.7722 -3.4875 2.8326  -0.6250
C: 3.9690 -2.3499 2.8936  -0.1509
C: 3.2011 -2.0512 1.7895  0.0998
H: 3.9999 -4.6071 -0.2932  0.4728
H: 5.4323 -5.1613 1.6721  0.3990
H: 5.3901 -3.7534 3.6822  0.4041
H: 3.9405 -1.7244 3.7774  0.4997

Forces on the atoms, in the same order (eV/Å):
-1.0 -0.3 0.1
0.1 -0.1 0.0
-0.1 0.0 -0.1
0.0 -0.1 0.0
0.0 0.4 0.4
-0.8 -0.1 -0.3
-0.3 0.2 0.3
-0.1 -0.1 -0.1
0.0 0.0 0.4
-0.4 -1.4 1.2
-0.1 0.5 0.3
-0.1 -0.1 0.0
0.0 -0.1 0.0
0.1 0.1 -0.2
0.0 -0.1 -0.1
0.1 0.1 0.1
0.0 0.0 -0.1
0.0 0.0 0.0
0.0 0.0 0.0
0.0 0.1 0.0
0.0 0.4 0.5
1.0 1.8 0.3
-0.2 0.2 0.4
0.0 0.0 -0.1
0.1 0.1 -0.1
-0.1 -0.1 0.0
0.1 -0.1 -0.2
0.0 0.0 0.1
0.0 0.0 -0.1
0.0 0.0 0.0
0.1 0.0 -0.1
-0.2 0.2 0.2
0.0 -0.1 -0.2
0.1 0.0 0.0
0.0 0.0 0.0
0.0 0.0 0.0
0.0 -0.1 0.0
-0.1 0.1 0.1
0.0 0.0 0.0
0.0 0.0 0.1
0.0 0.1 0.0
0.0 0.0 0.0
0.0 0.1 0.0
0.0 0.0 0.0
0.0 0.0 0.0
0.0 0.0 0.0
0.0 0.0 0.0
-0.1 0.0 0.0
0.0 0.0 0.0
0.0 0.0 0.0
0.0 0.0 0.0
0.0 0.0 0.0
0.0 0.0 0.0
0.0 0.0 0.0
0.0 0.0 0.0
0.0 0.0 0.0
0.0 0.0 0.0
0.0 0.0 0.0
0.0 0.0 0.0
0.0 0.0 0.0
0.4 0.1 -0.2
0.0 0.0 0.0
0.0 0.0 0.0
0.0 0.0 0.0
0.0 0.0 0.0
0.1 0.0 -0.1
0.1 -0.1 -0.3
-0.2 0.3 0.0
0.1 -0.5 0.2
0.0 0.1 -0.2
-0.1 -0.2 0.6
0.0 0.3 -0.3
0.0 0.0 0.3
0.0 0.1 -0.7
-0.1 -0.7 -2.6
0.2 0.2 -0.6
0.0 0.0 0.2
-0.1 -0.1 0.1
0.0 0.0 0.0
0.0 0.0 0.0
0.0 0.0 0.0
0.0 0.0 0.0
0.1 -0.2 0.1
0.3 0.0 0.2
0.8 -0.5 0.0
0.1 -0.1 -0.1
0.1 -0.1 0.1
0.0 0.1 0.2
0.0 -0.1 -0.1
0.0 0.0 0.0
0.0 0.0 0.1
0.0 0.0 0.1
0.0 -0.2 -0.2
0.0 0.0 0.0
0.0 0.0 0.0
0.0 0.0 0.0
0.0 0.0 0.0

***

Question: Number 2 is which compound?
Answer: C45H36BCaN8O6